Molecular formula: CH5NO2Si
Method: DFT, wB97M-V/def2-TZVPD

Atoms and positions in Å:
C -0.58757 1.06414 0.10769
N 2.30407 -0.12726 -0.00450
O 3.18370 0.67067 -0.03944
O 2.16478 -1.31125 -0.18677
Si -1.33419 -0.61287 -0.14978
H 0.38929 1.21222 0.67737
H -0.96494 1.93360 -0.24426
H -2.05884 -0.58063 1.24559
H -2.37628 -0.32120 -1.15209
H -0.72001 -1.92741 -0.25381

Forces on the atoms, in the same order (eV/Å):
C 3.75 -2.86 1.56
N -0.43 -0.68 -0.06
O -0.17 -0.90 -0.12
O 0.75 1.52 0.13
Si -1.80 1.64 1.86
H -1.57 -0.17 -0.65
H -1.40 2.49 -1.21
H 0.31 -0.55 -1.03
H -0.02 -0.47 -0.22
H 0.58 -0.02 -0.27

Summary:
ΔE to the lowest compared entry with this formula, charge and spin (kJ/mol): 466.15
DFT total energy (hartree): -535.58888
Multiplicity: 1
HOMO (alpha / beta) (Eh): -0.3222 / -0.3872

Results of the Mulliken charge analysis, in e, for atoms 1 through 8: number 1, C, carries -0.818; number 2, N, carries 0.708; number 3, O, carries -0.392; number 4, O, carries -0.353; number 5, Si, carries 0.411; number 6, H, carries 0.326; number 7, H, carries 0.421; number 8, H, carries -0.076